[1]
Density functional theory data (ωB97M-V/def2-TZVPD) for C6H12O as an isolated structure at a distorted geometry.

Computed properties:
- relative energy (zero: lowest compared OMol25 entry of this formula, charge and spin) (kcal/mol) = 99.3
- HOMO level (eV) = -8.0
- energy (Ha) = -310.9011

Geometry (Å):
C 0.5055 -0.4603 1.4701
C -0.0422 0.2042 0.2553
C 0.2459 -0.4867 -0.9403
C 0.3095 -1.9702 -0.9873
C -2.3641 0.8590 0.0672
C -1.1730 1.0924 0.6278
H 0.9752 0.5757 1.1863
H -0.1011 -0.3456 2.3613
H 1.2098 -1.2664 1.3437
H 0.1353 0.1509 -1.8123
H -0.1124 -2.2822 -1.9436
H 1.3465 -2.3515 -1.0179
H -0.2736 -2.4998 -0.2329
H -2.3247 0.0772 -0.6802
H -3.2663 1.4317 0.2200
H -1.0057 1.8109 1.4247
H 2.0140 2.6298 -0.3140
H 1.6238 1.1238 -0.7078
O 2.2978 1.7068 -0.3201



[2]
Density functional theory data (ωB97M-V/def2-TZVPD) for a 7-piece molecular cluster, C44H83N4O8SSi overall at a distorted geometry.

Computed properties:
- HOMO level (eV) = -10.8
- total charge = +1
- energy (Ha) = -3234.4485

Geometry (Å):
C 2.3944 5.1795 -1.8244
C 2.1406 3.8033 -1.8417
C 0.7967 3.1663 -1.2495
C -0.3070 3.9716 -1.9942
C -0.2746 4.3011 -3.4235
C -1.3622 5.0366 -4.0122
N -2.4946 5.5645 -3.4504
C -2.4737 5.2278 -2.1302
C -1.5226 4.4743 -1.3539
C 0.9604 3.4935 0.3309
C 1.6039 2.1107 0.7623
C 2.0216 1.8549 2.2633
C 3.6008 1.9356 2.2838
C 4.3069 0.7671 1.7591
C 5.7761 0.7844 1.6950
C 6.4728 1.9789 2.1483
C 5.7513 3.1247 2.6935
C 4.2839 3.1372 2.7661
N 0.7145 1.1516 0.0438
C 0.7684 -0.3013 0.3783
C -0.2697 -0.6944 1.5361
O 0.4020 -1.5707 2.4318
Si -0.2362 -3.1729 2.4043
C -1.7573 -3.1699 3.5771
C 1.0040 -4.4295 3.1533
C -0.6516 -3.8292 0.6576
C 0.8545 1.5793 -1.3973
C -0.0927 0.8517 -2.4077
C 0.6423 -0.0398 -3.4843
C 1.8171 -0.9387 -2.9269
C 1.5262 -2.4937 -2.9675
C 2.9331 -3.2393 -2.7834
C 2.8834 -4.3530 -1.6703
C 2.9215 -3.8112 -0.1880
S 4.2806 -4.6242 0.8042
C 4.5014 -3.6150 2.2923
N 3.5950 -3.2981 3.2352
N 4.1301 -2.5161 4.2021
C 5.4087 -2.3577 3.8146
O 5.7100 -2.9867 2.6435
H 2.5141 5.6804 -0.8308
H 2.5192 5.7874 -2.7559
H 2.9633 3.1657 -2.2748
H 0.5887 3.9803 -4.0486
H -1.2804 5.2164 -5.1193
H -3.3617 5.6129 -1.5575
H -1.7099 4.2808 -0.2738
H -0.0451 3.6247 0.8308
H 1.6898 4.2846 0.6153
H 2.5863 2.1085 0.2163
H 1.6033 2.6945 2.8890
H 1.6363 0.9040 2.7079
H 3.8037 -0.1496 1.3815
H 6.3169 -0.0952 1.2706
H 7.5858 1.9808 2.0662
H 6.2782 4.0411 3.0348
H 3.6900 3.9962 3.1466
H -0.2493 1.4046 0.3311
H 1.7786 -0.5995 0.7761
H 0.5540 -0.9883 -0.4743
H -0.5539 0.2495 2.0958
H -1.1843 -1.1540 1.0616
H -2.4300 -2.3321 3.2474
H -2.2365 -4.1802 3.5283
H -1.3516 -2.9240 4.5990
H 0.5011 -5.4329 3.0945
H 1.2421 -4.1759 4.2147
H 1.9332 -4.5181 2.5212
H -1.7707 -3.9392 0.5934
H -0.2270 -4.8630 0.5611
H -0.3422 -3.1575 -0.1830
H 1.9282 1.4253 -1.7016
H -0.7875 0.1623 -1.8384
H -0.7798 1.5479 -2.9651
H 1.0120 0.6077 -4.3222
H -0.1377 -0.7355 -3.9088
H 2.7078 -0.7689 -3.6018
H 2.1686 -0.6861 -1.8950
H 1.0313 -2.8078 -3.9173
H 0.9286 -2.7346 -2.0436
H 3.6798 -2.4671 -2.4281
H 3.3343 -3.6167 -3.7576
H 3.8198 -4.9745 -1.8044
H 2.0270 -5.0545 -1.8238
H 1.9482 -4.0930 0.2943
H 3.0807 -2.7054 -0.0987
H 6.1303 -1.7294 4.3871
C -6.2926 -2.3657 3.2192
C -5.3744 -1.1791 3.4068
O -4.2666 -1.2679 2.5042
H -5.7515 -3.2988 3.3925
H -7.1369 -2.3187 3.9018
H -6.6701 -2.4010 2.1932
H -4.9793 -1.1557 4.4226
H -5.9068 -0.2410 3.2224
H -4.6225 -1.2805 1.6062
C -3.7424 -3.3541 -1.9306
C -4.7512 -3.9249 -0.9542
O -5.5694 -2.8869 -0.4279
H -3.1152 -2.6068 -1.4371
H -3.1023 -4.1414 -2.3345
H -4.2458 -2.8515 -2.7608
H -4.2433 -4.4061 -0.1173
H -5.3905 -4.6664 -1.4423
H -6.0253 -2.4679 -1.1675
C -8.2556 -2.7363 7.8137
C -7.7273 -1.4205 7.2761
O -7.6652 -1.4534 5.8516
H -7.6163 -3.5630 7.4973
H -8.3002 -2.7231 8.9044
H -9.2568 -2.9390 7.4242
H -6.7202 -1.2322 7.6496
H -8.3703 -0.5892 7.5816
H -8.5595 -1.6105 5.5255
C -0.0566 7.9265 -1.4747
C 1.0440 8.6330 -0.7072
O 2.0072 9.1744 -1.6041
H 0.3586 7.1234 -2.0895
H -0.7965 7.5014 -0.7931
H -0.5613 8.6191 -2.1534
H 1.5594 7.9336 -0.0467
H 0.6344 9.4450 -0.0980
H 1.5514 9.7995 -2.1798
C -4.1487 5.9990 -6.7286
C -3.6352 7.3250 -7.2566
O -3.5702 7.3040 -8.6785
H -3.4990 5.1814 -7.0498
H -4.1948 6.0052 -5.6375
H -5.1467 5.7865 -7.1214
H -2.6308 7.5233 -6.8800
H -4.2888 8.1465 -6.9464
H -4.4608 7.1387 -9.0089
C 6.5465 -9.1286 -0.6420
C 6.2207 -7.9473 -1.5349
O 4.9024 -7.4724 -1.2711
H 5.8307 -9.9373 -0.8016
H 7.5522 -9.5037 -0.8416
H 6.4803 -8.8462 0.4122
H 6.2667 -8.2380 -2.5848
H 6.9294 -7.1288 -1.3714
H 4.8690 -7.2077 -0.3430



[3]
Density functional theory data (ωB97M-V/def2-TZVPD) for C42H38Cl4N4O4SnTe as an isolated structure.

Computed properties:
- relative energy (zero: lowest compared OMol25 entry of this formula, charge and spin) (kcal/mol) = 14.9
- HOMO level (eV) = -11.8
- total charge = +2
- energy (Ha) = -4465.8590

Geometry (Å):
Sn -0.3774 0.2765 0.5735
C -1.9487 -6.2024 -2.3875
C -1.5259 -4.7999 -2.0700
C -0.4771 -4.1844 -2.7015
C -0.1380 -2.8367 -2.4343
C 0.8066 -2.0842 -3.1692
N 1.9139 -2.4791 -3.7454
C 2.6030 -3.7710 -3.5840
C 2.9147 -4.0841 -2.1196
C 4.1169 -3.3906 -1.4876
N 3.9569 -1.9386 -1.3149
C 3.6757 -1.2971 -0.2335
C 3.4202 -1.8690 1.0841
C 4.3409 -2.5435 1.8768
C 4.0036 -2.9096 3.1747
C 4.9876 -3.6210 4.0571
C 2.7397 -2.5484 3.6342
C 1.8013 -1.8574 2.8682
C 0.5606 -1.4236 3.5044
N -0.3392 -0.7328 2.9274
C -1.4747 -0.2653 3.7146
C -2.7803 -0.9337 3.2938
C -3.2826 -0.5297 1.9087
N -2.3885 -1.0461 0.8810
C -2.7442 -2.0772 0.2277
C -1.9300 -2.7360 -0.7927
C -2.2369 -4.0410 -1.1188
C -0.8527 -2.0763 -1.4626
O -0.5154 -0.8569 -1.2453
C 2.1253 -1.5279 1.5373
O 1.3731 -0.9114 0.6758
H -1.2554 -6.6763 -3.0798
H -2.9382 -6.2182 -2.8453
H -1.9941 -6.8136 -1.4861
H 0.0418 -4.7255 -3.4804
H 0.6161 -1.0208 -3.2649
H 2.3803 -1.7759 -4.3051
H 3.5054 -3.7161 -4.1932
H 1.9896 -4.5577 -4.0155
H 3.1055 -5.1549 -2.0321
H 2.0273 -3.8843 -1.5157
H 5.0292 -3.5196 -2.0730
H 4.2922 -3.8200 -0.5050
H 4.0366 -1.3714 -2.1520
H 3.6607 -0.2135 -0.3403
H 5.3351 -2.7622 1.5026
H 5.5355 -4.3831 3.5043
H 4.4868 -4.1098 4.8901
H 5.7183 -2.9258 4.4722
H 2.4709 -2.8027 4.6537
H 0.4559 -1.6895 4.5623
H -1.5480 0.8168 3.5592
H -1.2932 -0.4262 4.7830
H -3.5513 -0.6848 4.0255
H -2.6538 -2.0193 3.3254
H -3.3017 0.5607 1.8157
H -4.3018 -0.8925 1.7481
H -3.7146 -2.5420 0.4289
H -3.0771 -4.5082 -0.6151
Cl 0.1145 0.8267 -5.8840
C -0.3890 1.5573 -4.4064
C -1.6875 2.0478 -4.2783
Cl -2.8010 1.9311 -5.5815
C -2.0779 2.6458 -3.0743
Cl -3.6711 3.2565 -2.8542
C -1.1895 2.7020 -2.0195
O -1.5152 3.2466 -0.8139
C 0.1168 2.1868 -2.1109
O 0.8633 2.2508 -1.0520
C 0.4996 1.6452 -3.3409
Cl 2.1474 1.1060 -3.4853
Te -0.0933 4.2218 0.1473
C -1.2253 3.8920 1.8792
C -2.6109 3.7489 1.8345
C -3.3112 3.6104 3.0223
C -2.6365 3.6206 4.2388
C -1.2584 3.7596 4.2742
C -0.5459 3.8959 3.0886
C -0.8811 6.0381 -0.5038
C 0.0094 7.1062 -0.4809
C -0.4328 8.3695 -0.8484
C -1.7475 8.5473 -1.2496
C -2.6267 7.4709 -1.2884
C -2.2005 6.2087 -0.9129
H -3.1324 3.7394 0.8874
H -4.3881 3.5091 3.0013
H -3.1923 3.5290 5.1622
H -0.7381 3.7694 5.2221
H 0.5325 4.0044 3.1268
H 1.0453 6.9718 -0.1880
H 0.2511 9.2064 -0.8311
H -2.0902 9.5301 -1.5432
H -3.6467 7.6166 -1.6168
H -2.8773 5.3665 -0.9607



[4]
Density functional theory data (ωB97M-V/def2-TZVPD) for C2H4N2S3 as an isolated structure at a distorted geometry.

Computed properties:
- relative energy (zero: lowest compared OMol25 entry of this formula, charge and spin) (kcal/mol) = 155.1
- HOMO level (eV) = -8.1
- energy (Ha) = -1382.4249

Geometry (Å):
C -0.3278 0.2564 0.0067
C 2.2600 0.3429 0.3582
H -4.2479 1.1106 0.8803
H -0.3978 -2.0718 0.8761
H 2.6630 0.4492 1.4787
H 3.2623 0.4574 -0.0259
N -1.5650 0.6903 0.1047
N 0.2366 -0.9058 0.4560
S -2.9447 -0.3972 -0.1322
S 1.7938 -1.1975 -0.2712
S 0.9275 1.4677 -0.1794



Number 1: orbital gap 8.748 eV, LUMO energy 0.78 eV. Number 2: orbital gap 8.024 eV, LUMO energy -2.82 eV. Number 3: orbital gap 6.178 eV, LUMO energy -5.65 eV. Number 4: orbital gap 6.535 eV, LUMO energy -1.58 eV.